Record 1
Formula: C2H5N3
Source: the Open Molecules 2025 dataset
Level of theory: ωB97M-V/def2-TZVPD

**ΔE to the lowest compared entry with this formula, charge and spin**: 0.678 eV
**Max |F|**: 0.0641 hartree/bohr
**SMILES**: [H]/N=C\N/C=N\[H]
**HOMO level**: -0.350 Ha
**Kohn-Sham gap**: 10.547 eV

Last column: natural (NBO) charge in e.
Geometry (Å):
C -0.42 -1.24 0.05  0.293
C 1.03 0.77 -0.44  0.284
H -2.35 -1.33 0.75  0.345
H 0.41 -1.95 -0.21  0.168
H -0.85 0.74 0.32  0.393
H 1.88 0.18 -0.99  0.189
H 0.54 2.53 0.27  0.327
N -1.45 -1.84 0.46  -0.681
N -0.07 0.11 0.00  -0.640
N 1.28 2.01 -0.21  -0.678

---

Record 2
Formula: C2H5N3O
Source: the Open Molecules 2025 dataset
Level of theory: ωB97M-V/def2-TZVPD

**ΔE to the lowest compared entry with this formula, charge and spin**: 5.181 eV
**Max |F|**: 0.0990 hartree/bohr
**SMILES**: NN1N=CCO1
**HOMO level**: -0.305 Ha
**Kohn-Sham gap**: 9.272 eV

Last column: natural (NBO) charge in e.
Geometry (Å):
C -0.20 0.81 1.10  -0.012
C 0.76 1.23 0.06  -0.134
N -0.65 -0.34 0.83  -0.227
N 0.07 -0.95 -0.08  0.105
N -0.59 -1.73 -1.01  -0.640
O 1.07 0.12 -0.65  -0.410
H -0.72 1.24 1.92  0.218
H 0.36 2.05 -0.59  0.167
H 1.78 1.79 0.37  0.191
H -1.57 -1.53 -0.99  0.364
H -0.31 -2.70 -0.96  0.379

---

Record 3
Formula: C2H5N3O
Source: the Open Molecules 2025 dataset
Level of theory: ωB97M-V/def2-TZVPD

**ΔE to the lowest compared entry with this formula, charge and spin**: 2.422 eV
**Max |F|**: 0.0630 hartree/bohr
**SMILES**: C/N=N/C(N)=O
**HOMO level**: -0.305 Ha
**Kohn-Sham gap**: 9.182 eV

Last column: natural (NBO) charge in e.
Geometry (Å):
C 2.06 0.33 -0.09  0.772
C -1.71 0.79 -0.43  -0.467
N 0.40 -0.14 -0.61  -0.241
N -0.30 0.79 -0.23  -0.136
N 2.75 -0.80 -0.18  -0.829
O 2.31 1.44 0.22  -0.555
H -2.09 -0.04 -1.05  0.188
H -1.96 1.75 -0.88  0.222
H -2.17 0.76 0.56  0.223
H 2.28 -1.61 -0.53  0.417
H 3.75 -0.81 -0.03  0.406